# 1
Formula: C32H40Cl3GeN4OS3TeTi
Source: OMol25
Level of theory: ωB97M-V/def2-TZVPD

Relative energy (zero: lowest compared OMol25 entry of this formula, charge and spin) = 2.8 kcal per mole
Net charge = +2
Energy = -198830.432 eV
E_LUMO (alpha / beta) = -0.2270 / -0.2753 Eh
Spin multiplicity = 2

```
86
C32H40Cl3GeN4OS3TeTi | OMol25 | ωB97M-V/def2-TZVPD
Ti 0.403 0.340 0.187
C 2.739 -1.936 -2.213
C 2.405 -2.868 -1.079
C 3.200 -3.991 -0.872
C 2.883 -4.923 0.101
C 1.730 -4.758 0.850
C 0.901 -3.656 0.662
C -0.405 -3.586 1.390
C 1.280 -2.682 -0.265
N 0.458 -1.510 -0.517
C -0.130 -1.607 -1.772
C -0.467 -2.934 -2.385
C -0.245 -0.427 -2.447
C -0.433 -0.424 -3.939
N 0.095 0.698 -1.716
C -0.105 1.978 -2.350
C 0.974 2.843 -2.544
C 2.382 2.442 -2.216
C 0.730 4.098 -3.095
C -0.547 4.489 -3.458
C -1.605 3.608 -3.290
C -1.406 2.339 -2.739
C -2.581 1.390 -2.689
H 2.273 -2.275 -3.142
H 3.813 -1.917 -2.393
H 2.386 -0.921 -2.034
H 4.075 -4.136 -1.497
H 3.508 -5.795 0.249
H 1.438 -5.518 1.566
H -0.712 -4.578 1.719
H -1.188 -3.185 0.750
H -0.351 -2.947 2.271
H -0.726 -3.666 -1.621
H 0.362 -3.355 -2.961
H -1.317 -2.836 -3.060
H -1.431 -0.740 -4.245
H 0.273 -1.131 -4.382
H -0.241 0.555 -4.372
H 2.460 1.910 -1.270
H 3.031 3.313 -2.145
H 2.791 1.778 -2.982
H 1.563 4.775 -3.242
H -0.714 5.468 -3.888
H -2.600 3.888 -3.620
H -3.516 1.934 -2.567
H -2.502 0.652 -1.892
H -2.677 0.854 -3.634
C 4.427 0.247 -0.136
C 3.537 -0.425 0.856
N 2.318 -0.035 1.186
C 1.861 -0.722 2.313
C 2.683 -1.714 2.732
S 4.101 -1.715 1.792
C 0.840 -0.106 3.202
C -0.017 -0.756 4.040
S -0.555 0.310 5.253
C 0.382 1.584 4.557
N 1.050 1.230 3.498
C 0.448 2.938 5.187
H 4.613 1.269 0.197
H 3.982 0.282 -1.123
H 5.383 -0.268 -0.205
H 2.568 -2.342 3.602
H -0.293 -1.798 4.036
H 0.609 2.858 6.262
H -0.472 3.498 5.029
H 1.276 3.488 4.745
O -1.496 0.294 0.779
S -2.463 -0.649 1.523
C -3.929 -0.698 0.476
C -5.101 -0.486 1.428
C -4.681 0.684 2.316
C -3.257 0.382 2.790
H -3.927 -1.630 -0.086
H -3.805 0.148 -0.204
H -5.282 -1.383 2.026
H -6.012 -0.285 0.868
H -5.345 0.818 3.168
H -4.689 1.609 1.736
H -3.232 -0.207 3.706
H -2.611 1.249 2.924
Te -3.204 4.128 -0.416
Cl -1.582 4.198 2.857
Ge -1.048 4.285 0.806
Cl 0.524 2.703 0.685
Cl 0.149 5.965 0.383
```


# 2
Formula: C16H14ClIrN3O2S5Sb
Source: OMol25
Level of theory: ωB97M-V/def2-TZVPD

Relative energy (zero: lowest compared OMol25 entry of this formula, charge and spin) = 12.9 kcal per mole
Net charge = -1
Energy = -101460.404 eV
E_LUMO (alpha / beta) = 0.0865 / 0.0171 Eh
Spin multiplicity = 6

```
43
C16H14ClIrN3O2S5Sb | OMol25 | ωB97M-V/def2-TZVPD
Ir -0.185 0.245 0.187
S 2.504 2.714 3.318
Sb 0.348 2.469 2.608
S 0.002 0.058 2.522
S 0.478 2.504 0.183
N -4.273 -4.216 -5.947
C -3.398 -3.610 -5.042
C -2.039 -3.907 -5.069
C -1.163 -3.274 -4.202
C -1.646 -2.337 -3.305
C -3.001 -2.025 -3.267
C -3.870 -2.659 -4.133
S -0.620 -1.529 -2.150
O -0.781 -0.084 -2.333
O -1.043 -1.964 -0.813
N 0.805 -2.040 -2.544
C 1.794 -1.549 -1.762
S 3.448 -1.953 -2.127
C 3.990 -1.010 -0.778
C 2.936 -0.465 -0.149
N 1.699 -0.765 -0.691
H -3.973 -5.106 -6.310
H -5.243 -4.216 -5.676
H -1.665 -4.638 -5.778
H -0.105 -3.499 -4.212
H -3.369 -1.293 -2.558
H -4.927 -2.418 -4.111
H 5.035 -0.915 -0.533
H 2.973 0.174 0.723
Cl -4.037 5.378 3.509
C -3.596 3.978 2.552
C -3.304 4.127 1.204
C -2.960 3.016 0.453
C -2.898 1.734 1.013
C -2.508 0.563 0.229
C -3.183 1.628 2.378
C -3.535 2.732 3.145
H -3.340 5.111 0.753
H -2.706 3.138 -0.595
H -2.655 0.632 -0.845
H -2.785 -0.401 0.647
H -3.112 0.654 2.849
H -3.752 2.626 4.201
```


# 3
Formula: C4H21NO7
Source: OMol25
Level of theory: ωB97M-V/def2-TZVPD

Relative energy (zero: lowest compared OMol25 entry of this formula, charge and spin) = 119.1 kcal per mole
SMILES = CC[C@H](N)C=O.O.O.O.O.O.O
Net charge = 0
Energy = -20306.902 eV
E_LUMO = 0.0036 Eh

```
33
C4H21NO7 | OMol25 | ωB97M-V/def2-TZVPD
O -1.119 -2.051 -2.583
C -0.709 -2.336 -1.455
C 0.247 -1.470 -0.496
C -0.352 -1.252 0.882
C 0.629 -1.149 1.957
N 0.477 -0.204 -1.168
H -1.337 -3.077 -0.843
H 1.153 -2.157 -0.396
H -1.132 -1.958 1.202
H -0.828 -0.250 0.837
H 0.631 -0.020 2.073
H 0.226 -1.700 2.871
H 1.605 -1.695 2.122
H 1.114 0.458 -0.605
H -0.088 0.191 -1.744
H 2.699 2.830 0.274
H 1.809 1.857 -0.219
O 2.355 1.958 0.620
H -1.916 2.479 -0.094
H -2.429 2.309 -1.429
O -1.804 2.796 -0.978
H 2.813 -0.227 -3.163
H 2.954 -0.489 -1.712
O 2.311 -0.404 -2.421
H -2.469 -0.435 2.910
H -1.281 0.298 3.533
O -2.047 -0.191 3.723
H 1.618 2.732 -2.558
H 1.885 1.427 -2.247
O 2.404 2.255 -2.374
H -2.674 -0.726 0.773
H -3.875 0.156 1.401
O -2.870 0.046 1.304
```


# 4
Formula: C11H24BClN2O7
Source: OMol25
Level of theory: ωB97M-V/def2-TZVPD

SMILES = CN(C)B(O)N(Cl)C(=O)O.CCOC(C)=O.CCOC(C)=O
Net charge = 0
Energy = -42307.525 eV
E_LUMO = -0.0161 Eh

```
46
C11H24BClN2O7 | OMol25 | ωB97M-V/def2-TZVPD
C -3.909 -0.698 -3.328
N -2.701 0.069 -3.753
C -2.802 0.576 -5.152
B -2.322 1.140 -2.778
O -3.073 2.348 -2.613
N -1.042 0.891 -1.977
Cl -1.388 0.152 -0.459
C -0.238 2.116 -1.843
O -0.418 3.030 -1.023
O 0.833 2.263 -2.796
H -4.798 0.012 -3.196
H -3.681 -1.110 -2.275
H -4.098 -1.549 -4.060
H -3.867 0.897 -5.410
H -2.470 -0.284 -5.839
H -2.053 1.433 -5.347
H -3.707 2.475 -3.356
H 0.400 2.333 -3.681
O 2.460 -3.679 -2.273
C 2.829 -2.929 -1.398
O 2.953 -3.374 -0.137
C 3.527 -2.615 0.939
C 2.509 -1.674 1.548
C 3.067 -1.474 -1.691
H 4.435 -2.100 0.611
H 3.841 -3.341 1.692
H 2.150 -0.943 0.821
H 2.937 -1.135 2.395
H 1.634 -2.232 1.892
H 2.110 -0.950 -1.709
H 3.546 -1.390 -2.668
H 3.734 -0.983 -0.983
O 2.406 -0.396 4.653
C 1.321 0.146 4.656
O 0.361 -0.254 3.802
C -0.997 0.209 3.828
C -1.134 1.530 3.100
C 1.062 1.326 5.550
H -1.377 0.249 4.852
H -1.589 -0.549 3.310
H -0.539 2.315 3.570
H -2.177 1.853 3.079
H -0.773 1.436 2.072
H 1.486 2.221 5.094
H 1.544 1.145 6.513
H 0.008 1.495 5.766
```


# 5
Formula: C14H14N4O4
Source: OMol25
Level of theory: ωB97M-V/def2-TZVPD

Relative energy (zero: lowest compared OMol25 entry of this formula, charge and spin) = 85.3 kcal per mole
SMILES = CCCc1c(C(=O)OC)[nH]c2c([N+](=O)[O-])cc3cn[nH]c3c12
Net charge = 0
Energy = -28892.501 eV
E_LUMO = -0.0309 Eh

```
36
C14H14N4O4 | OMol25 | ωB97M-V/def2-TZVPD
O -3.602 0.230 0.689
O 3.161 -3.872 1.047
O 1.106 -3.799 1.664
N 2.769 0.515 -3.522
O -2.394 -0.317 2.629
C -2.559 -0.157 1.256
C 3.361 -0.517 -2.978
C -1.426 -0.517 0.444
C -0.823 0.173 -0.626
C 2.807 -2.007 -0.890
C 2.627 -1.013 -1.843
C 0.481 -0.507 -0.851
C 1.495 -0.284 -1.796
C 0.603 -1.573 0.027
C 1.822 -2.349 0.046
N 1.609 0.677 -2.797
N -0.577 -1.558 0.774
N 2.043 -3.379 0.980
C -3.478 -0.005 3.497
C 0.384 2.760 0.310
C -1.293 1.492 -1.222
C -1.038 2.610 -0.214
H 4.344 -0.909 -3.218
H 3.721 -2.536 -0.915
H 0.902 1.409 -2.920
H -0.702 -2.213 1.561
H -3.739 1.052 3.512
H -3.226 -0.349 4.503
H -4.319 -0.602 3.172
H 0.640 1.865 0.877
H 0.406 3.602 1.027
H 1.061 2.919 -0.516
H -0.765 1.757 -2.146
H -2.352 1.434 -1.462
H -1.334 3.507 -0.763
H -1.715 2.462 0.665
```


# 6
Formula: C25H67O20P3
Source: OMol25
Level of theory: ωB97M-V/def2-TZVPD

Net charge = -1
Energy = -95823.939 eV
E_LUMO (alpha / beta) = 0.0805 / 0.0813 Eh
Spin multiplicity = 2

```
115
C25H67O20P3 | OMol25 | ωB97M-V/def2-TZVPD
C -4.543 2.349 -1.718
O -5.301 3.521 -1.658
P -4.920 4.596 -2.874
O -3.498 4.823 -3.127
O -5.735 3.989 -4.193
C -5.075 3.942 -5.467
O -5.816 5.895 -2.461
C -5.570 7.201 -2.781
H -5.040 1.612 -1.088
H -3.602 2.558 -1.209
H -4.263 1.986 -2.707
H -4.813 4.899 -5.918
H -5.669 3.459 -6.244
H -4.190 3.307 -5.487
H -6.130 7.221 -3.715
H -4.503 7.377 -2.917
H -6.099 7.934 -2.173
C -1.553 5.203 3.804
O -0.562 4.348 3.251
P -0.784 2.960 2.420
O -1.251 1.763 3.136
O 0.730 2.754 1.831
C 1.779 2.290 2.606
O -1.621 3.467 1.110
C -1.349 4.649 0.387
H -2.480 4.889 3.324
H -1.331 6.225 3.497
H -1.602 5.280 4.890
H 1.967 1.217 2.584
H 1.664 2.449 3.678
H 2.703 2.700 2.199
H -1.842 4.839 -0.567
H -0.325 4.796 0.045
H -1.505 5.519 1.024
C -4.728 -3.835 -3.326
O -4.788 -5.144 -2.668
P -5.775 -5.242 -1.414
O -6.890 -4.207 -1.426
O -4.743 -5.107 -0.225
C -4.442 -3.801 0.331
O -6.250 -6.793 -1.451
C -7.123 -7.317 -2.377
H -3.817 -3.681 -3.904
H -4.747 -2.974 -2.658
H -5.525 -3.720 -4.062
H -4.730 -2.976 -0.321
H -3.360 -3.700 0.420
H -4.858 -3.775 1.338
H -6.623 -8.106 -2.939
H -7.607 -6.529 -2.953
H -7.872 -7.851 -1.792
C 1.164 2.504 -4.207
O 1.946 1.410 -4.359
C 2.665 0.857 -3.226
C 3.695 1.707 -2.654
O 4.755 1.580 -3.531
C 4.673 2.359 -4.698
H 0.797 2.799 -5.190
H 1.640 3.380 -3.767
H 0.168 2.337 -3.796
H 3.101 -0.136 -3.336
H 1.904 0.743 -2.455
H 4.092 1.263 -1.741
H 3.343 2.704 -2.392
H 4.063 3.244 -4.520
H 4.386 1.663 -5.486
H 5.689 2.567 -5.033
C 5.216 -1.846 0.425
O 4.997 -3.162 0.426
C 4.458 -3.680 -0.782
C 4.462 -5.201 -0.736
O 5.673 -5.777 -1.316
C 6.888 -5.504 -0.655
H 6.020 -1.505 -0.227
H 5.400 -1.462 1.429
H 4.251 -1.378 0.230
H 5.138 -3.337 -1.562
H 3.439 -3.363 -1.003
H 3.713 -5.702 -1.349
H 4.323 -5.654 0.246
H 7.734 -6.094 -1.006
H 6.893 -5.859 0.375
H 6.963 -4.422 -0.555
C 1.530 -1.725 1.486
O 0.357 -1.785 0.666
C -0.213 -0.582 0.030
C -1.737 -0.877 -0.502
O -1.753 -1.594 -1.710
C -0.943 -2.802 -1.689
H 2.295 -1.275 0.853
H 1.868 -2.757 1.586
H 1.359 -1.089 2.355
H 0.477 -0.487 -0.808
H -0.116 0.266 0.707
H -2.290 0.033 -0.737
H -2.361 -1.407 0.218
H 0.076 -2.519 -1.955
H -1.180 -3.433 -2.546
H -1.047 -3.472 -0.836
C 2.606 -1.563 5.699
O 3.291 -0.775 6.677
C 2.632 0.409 7.045
C 3.150 0.773 8.422
O 4.320 1.634 8.389
C 5.517 1.055 7.920
H 1.523 -1.469 5.776
H 2.791 -2.617 5.905
H 2.830 -1.446 4.639
H 1.553 0.273 7.108
H 2.762 1.171 6.276
H 3.079 -0.204 8.900
H 2.402 1.289 9.023
H 5.553 0.935 6.837
H 5.609 0.130 8.489
H 6.414 1.618 8.175
```


# 7
Formula: C34H30F14INO2
Source: OMol25
Level of theory: ωB97M-V/def2-TZVPD

SMILES = CCCCC[C@@]1(C(F)(F)c2cccc(C(F)(F)F)c2)NC(=O)[C@H](CC(=O)I)[C@H]1C(F)(F)C(F)(F)C(F)(F)F.Fc1ccccc1.Fc1ccccc1
Net charge = 0
Energy = -87456.058 eV
E_LUMO = -0.0354 Eh

```
82
C34H30F14INO2 | OMol25 | ωB97M-V/def2-TZVPD
C 3.852 1.336 0.996
C 2.522 0.673 1.715
C 1.154 1.429 1.224
C -0.203 0.457 1.283
C -0.144 -0.832 0.289
C -1.133 -0.842 -0.996
C -1.440 -2.384 -1.464
F -1.913 -2.526 -2.873
F -2.587 -2.893 -0.621
C -0.223 -3.451 -1.262
C -0.640 -4.964 -0.683
C 0.542 -6.115 -0.421
C 2.129 -5.859 -0.742
C 2.556 -4.385 -1.327
C 4.135 -3.946 -1.662
F 4.537 -4.250 -3.056
F 4.212 -2.483 -1.320
F 4.967 -4.651 -0.647
C 1.368 -3.232 -1.577
N -2.510 -0.439 -0.419
C -2.996 0.961 -0.855
O -4.230 1.424 -0.658
C -1.655 1.710 -1.524
C -2.233 2.855 -2.548
C -1.285 4.223 -2.626
O -1.002 4.757 -3.841
I -0.389 5.233 -0.897
C -1.037 0.298 -2.183
C 0.203 0.359 -3.228
F -0.300 1.149 -4.416
F 0.430 -1.022 -3.798
C 1.566 1.105 -2.742
F 2.287 0.444 -1.614
F 1.359 2.527 -2.309
C 2.715 1.214 -3.956
F 2.369 2.211 -4.998
F 3.136 -0.108 -4.479
F 3.931 1.775 -3.255
H 4.431 2.011 1.765
H 3.571 1.967 0.023
H 4.603 0.510 0.636
H 2.685 0.772 2.894
H 2.555 -0.475 1.487
H 0.945 2.313 1.998
H 1.210 1.936 0.172
H -0.201 0.031 2.399
H -1.152 1.131 1.208
H -0.442 -1.780 0.953
H 1.010 -1.008 0.044
H -1.732 -5.296 -0.433
H 0.242 -7.176 0.026
H 3.007 -6.626 -0.555
H 1.753 -2.197 -1.961
H -2.660 -0.646 0.591
H -0.962 2.225 -0.734
H -3.314 3.265 -2.250
H -2.370 2.447 -3.659
H -1.951 0.024 -2.908
F 1.441 -3.385 1.996
C 1.627 -4.163 3.070
C 2.107 -3.601 4.248
C 2.296 -4.410 5.368
C 2.012 -5.775 5.296
C 1.535 -6.332 4.108
C 1.336 -5.521 2.991
H 2.330 -2.539 4.283
H 2.664 -3.978 6.296
H 2.163 -6.407 6.168
H 1.319 -7.396 4.052
H 0.957 -5.935 2.062
F -2.468 5.878 1.853
C -3.603 6.445 1.424
C -4.721 5.651 1.195
C -5.905 6.242 0.753
C -5.954 7.621 0.535
C -4.825 8.409 0.762
C -3.645 7.819 1.214
H -4.662 4.580 1.363
H -6.787 5.630 0.579
H -6.876 8.081 0.186
H -4.864 9.481 0.587
H -2.760 8.418 1.405
```


# 8
Formula: ClO8P2Y3
Source: OMol25
Level of theory: ωB97M-V/def2-TZVPD

Net charge = +3
Energy = -50579.183 eV
E_LUMO (alpha / beta) = -0.5181 / -0.5217 Eh
Spin multiplicity = 2

```
14
ClO8P2Y3 | OMol25 | ωB97M-V/def2-TZVPD
Y -1.707 0.292 -0.457
Y -3.092 -4.137 0.819
Y 1.044 -1.598 1.407
P -0.243 1.594 1.373
O -1.361 2.420 0.522
O 1.017 2.286 1.023
O -0.346 0.067 1.085
O -1.065 2.112 2.724
P 1.372 -0.098 -1.662
O 1.555 -1.372 -0.727
O -0.068 0.436 -1.849
O 1.688 -0.579 -3.063
O 2.214 1.032 -0.949
Cl -1.006 -2.456 -0.247
```


What did the third record say?
Formula: C4H21NO7
Source: OMol25
Level of theory: ωB97M-V/def2-TZVPD

Relative energy (zero: lowest compared OMol25 entry of this formula, charge and spin) = 119.1 kcal per mole
SMILES = CC[C@H](N)C=O.O.O.O.O.O.O
Net charge = 0
Energy = -20306.902 eV
E_LUMO = 0.0036 Eh

```
33
C4H21NO7 | OMol25 | ωB97M-V/def2-TZVPD
O -1.119 -2.051 -2.583
C -0.709 -2.336 -1.455
C 0.247 -1.470 -0.496
C -0.352 -1.252 0.882
C 0.629 -1.149 1.957
N 0.477 -0.204 -1.168
H -1.337 -3.077 -0.843
H 1.153 -2.157 -0.396
H -1.132 -1.958 1.202
H -0.828 -0.250 0.837
H 0.631 -0.020 2.073
H 0.226 -1.700 2.871
H 1.605 -1.695 2.122
H 1.114 0.458 -0.605
H -0.088 0.191 -1.744
H 2.699 2.830 0.274
H 1.809 1.857 -0.219
O 2.355 1.958 0.620
H -1.916 2.479 -0.094
H -2.429 2.309 -1.429
O -1.804 2.796 -0.978
H 2.813 -0.227 -3.163
H 2.954 -0.489 -1.712
O 2.311 -0.404 -2.421
H -2.469 -0.435 2.910
H -1.281 0.298 3.533
O -2.047 -0.191 3.723
H 1.618 2.732 -2.558
H 1.885 1.427 -2.247
O 2.404 2.255 -2.374
H -2.674 -0.726 0.773
H -3.875 0.156 1.401
O -2.870 0.046 1.304
```


Q: What is the energy in the first record?
A: -198830.432 eV